(1)
{"formula": "C18H29N3O6S2", "method": "the ωB97M-V functional and the def2-TZVPD basis", "symbols": ["C", "C", "C", "C", "S", "O", "O", "N", "C", "C", "C", "C", "N", "C", "C", "O", "C", "C", "C", "S", "O", "O", "N", "C", "C", "O", "C", "C", "C", "H", "H", "H", "H", "H", "H", "H", "H", "H", "H", "H", "H", "H", "H", "H", "H", "H", "H", "H", "H", "H", "H", "H", "H", "H", "H", "H", "H", "H"], "coordinates": [[3.170, -0.880, -4.852], [3.708, -0.723, -3.435], [2.723, -1.260, -2.399], [3.219, -1.025, -0.987], [3.367, 0.765, -0.676], [4.738, 1.167, -0.766], [2.395, 1.489, -1.438], [3.000, 0.915, 0.952], [1.793, 0.520, 1.515], [1.622, 0.390, 2.892], [0.415, -0.028, 3.412], [-0.688, -0.331, 2.593], [-1.884, -0.767, 3.109], [-2.224, -0.541, 4.497], [-3.752, -0.430, 4.593], [-4.386, -1.587, 4.112], [-4.049, -1.808, 2.758], [-2.537, -1.956, 2.593], [-0.513, -0.126, 1.218], [-1.823, -0.269, -0.001], [-3.071, 0.178, 0.557], [-1.783, -1.585, -0.582], [-1.289, 0.804, -1.163], [-1.475, 0.460, -2.556], [-0.567, 1.373, -3.386], [-0.882, 2.725, -3.150], [-0.677, 3.050, -1.793], [-1.573, 2.196, -0.890], [0.702, 0.261, 0.695], [3.889, -0.505, -5.576], [2.243, -0.323, -4.970], [2.973, -1.927, -5.073], [3.895, 0.332, -3.226], [4.658, -1.254, -3.343], [2.561, -2.329, -2.557], [1.763, -0.755, -2.519], [2.527, -1.415, -0.245], [4.218, -1.421, -0.827], [3.793, 1.016, 1.563], [2.445, 0.606, 3.557], [0.330, -0.149, 4.480], [-1.781, 0.394, 4.840], [-1.882, -1.369, 5.137], [-4.064, -0.316, 5.633], [-4.078, 0.445, 4.010], [-4.560, -2.723, 2.459], [-4.387, -0.969, 2.136], [-2.290, -2.105, 1.545], [-2.198, -2.831, 3.171], [-1.217, -0.592, -2.674], [-2.521, 0.611, -2.861], [-0.720, 1.202, -4.453], [0.484, 1.193, -3.120], [-0.922, 4.108, -1.691], [0.376, 2.878, -1.527], [-1.358, 2.384, 0.162], [-2.632, 2.419, -1.085], [0.776, 0.415, -0.366]], "smiles": "CCCCS(=O)(=O)Nc1ccc(N2CCOCC2)c(S(=O)(=O)N2CCOCC2)c1", "homo_lumo_gap_ev": 8.2996}

=====

(2)
{"formula": "C18H30AsF6NO10S3", "method": "the ωB97M-V functional and the def2-TZVPD basis", "symbols": ["N", "H", "H", "H", "H", "C", "C", "C", "O", "C", "C", "C", "O", "O", "O", "H", "H", "As", "F", "F", "F", "F", "F", "F", "C", "C", "C", "S", "O", "O", "C", "H", "H", "H", "H", "H", "H", "H", "H", "C", "C", "C", "S", "O", "O", "C", "H", "H", "H", "H", "H", "H", "H", "H", "C", "C", "C", "S", "O", "O", "C", "H", "H", "H", "H", "H", "H", "H", "H"], "coordinates": [[-0.326, 0.234, 0.892], [-0.248, -0.505, 1.577], [-1.274, 0.288, 0.547], [0.333, 0.104, 0.138], [-0.135, 1.003, 1.518], [0.436, -4.928, 2.679], [-0.538, -4.199, 3.442], [-0.286, -2.580, 3.500], [-1.044, -1.819, 4.039], [0.902, -2.064, 2.780], [1.756, -2.888, 2.181], [1.525, -4.404, 2.069], [2.265, -5.210, 1.416], [2.793, -2.232, 1.730], [-1.325, -4.785, 4.259], [0.328, -5.996, 2.799], [1.158, -1.018, 2.869], [0.592, 2.554, 4.303], [-1.015, 3.263, 4.498], [0.835, 2.778, 6.010], [2.263, 2.058, 4.010], [0.285, 2.422, 2.573], [1.155, 4.214, 3.999], [0.001, 0.898, 4.347], [-1.850, -4.133, -1.761], [-3.376, -4.379, -2.020], [-4.144, -3.322, -1.203], [-3.023, -2.371, -0.049], [-3.650, -2.454, 1.290], [-2.597, -1.094, -0.632], [-1.609, -3.522, -0.348], [-1.908, -3.334, -2.500], [-1.199, -4.977, -1.989], [-3.662, -5.347, -1.610], [-3.747, -4.401, -3.045], [-4.992, -3.657, -0.605], [-4.538, -2.618, -1.936], [-1.737, -4.271, 0.434], [-0.657, -3.030, -0.149], [0.858, 0.690, -3.684], [2.219, 0.787, -2.764], [2.899, -0.611, -2.832], [1.374, -1.664, -2.340], [0.918, -1.337, -0.957], [1.550, -3.056, -2.802], [0.265, -0.672, -3.477], [1.097, 0.939, -4.718], [0.118, 1.458, -3.455], [1.899, 1.131, -1.780], [2.787, 1.549, -3.296], [3.625, -0.587, -2.020], [3.161, -0.941, -3.837], [-0.711, -0.677, -2.992], [0.130, -1.108, -4.467], [1.668, 6.032, -0.929], [0.614, 6.417, 0.011], [0.005, 5.274, 0.731], [-0.157, 3.980, -0.522], [-1.513, 4.271, -1.021], [0.347, 2.672, -0.062], [1.141, 4.766, -1.631], [2.565, 5.858, -0.334], [1.942, 6.837, -1.611], [-0.038, 7.204, -0.368], [1.137, 6.894, 0.839], [-0.835, 5.444, 1.404], [0.784, 4.962, 1.427], [0.571, 5.154, -2.476], [1.832, 4.059, -2.090]], "multiplicity": 2, "homo_lumo_gap_ev": [6.5587, 5.0710], "s2": 0.78, "total_charge": -1}

=====

(3)
{"formula": "C18H30Cl2CoN7O3", "method": "the ωB97M-V functional and the def2-TZVPD basis", "symbols": ["O", "C", "C", "C", "H", "C", "H", "C", "H", "C", "H", "C", "H", "H", "C", "C", "H", "H", "H", "C", "C", "H", "H", "H", "H", "Co", "Cl", "Cl", "C", "O", "N", "C", "C", "H", "H", "H", "H", "H", "H", "H", "H", "H", "C", "C", "N", "H", "C", "O", "H", "H", "H", "H", "N", "N", "N", "C", "N", "N", "H", "H", "H"], "coordinates": [[0.700, 2.265, -1.965], [0.953, 2.000, -3.169], [1.696, 2.923, -4.052], [2.346, 4.130, -3.659], [2.272, 4.450, -2.615], [3.097, 4.882, -4.593], [3.597, 5.810, -4.288], [3.177, 4.494, -5.938], [3.710, 5.092, -6.676], [2.554, 3.300, -6.324], [2.591, 2.977, -7.361], [1.800, 2.544, -5.408], [1.269, 1.654, -5.740], [0.579, 1.025, -3.556], [-2.290, 1.342, -2.286], [-1.759, 0.369, -1.328], [-3.365, 1.207, -2.510], [-1.729, 1.218, -3.227], [-2.122, 2.372, -1.925], [-2.284, -0.632, -0.601], [-3.737, -0.818, -0.281], [-1.604, -1.384, -0.172], [-4.355, -0.299, -1.039], [-3.945, -0.411, 0.724], [-3.977, -1.895, -0.241], [0.110, 0.970, -0.450], [-0.883, 2.565, 0.635], [0.452, -0.841, -1.755], [-1.962, 0.534, 3.134], [-1.166, -0.271, 2.659], [-2.650, 0.309, 4.285], [-2.384, -0.871, 5.088], [-3.652, 1.209, 4.810], [-2.183, 1.510, 2.653], [-1.538, -1.421, 4.662], [-3.278, -1.511, 5.115], [-2.164, -0.561, 6.119], [-3.792, 2.059, 4.139], [-3.348, 1.584, 5.796], [-4.613, 0.692, 4.935], [0.369, -5.830, 1.947], [2.326, -5.971, 0.574], [-0.077, -5.071, 1.300], [1.943, -5.195, -0.096], [0.978, -4.378, 0.602], [-0.630, -4.330, 1.881], [0.889, -3.038, 0.444], [-0.043, -2.363, 0.887], [2.785, -4.587, -0.440], [1.724, -2.607, -0.136], [-0.749, -5.566, 0.586], [1.513, -5.711, -0.968], [2.908, -1.151, 3.501], [2.632, -0.357, 2.408], [3.459, 0.594, 1.885], [2.646, 1.119, 0.939], [1.457, 0.489, 0.884], [1.454, -0.465, 1.856], [2.023, -1.506, 3.839], [3.394, -0.613, 4.220], [2.879, 1.963, 0.291]], "multiplicity": 5, "e_above_lowest_kcal_mol": 0.00, "homo_lumo_gap_ev": [5.6540, 7.2108], "s2": 6.01}

=====

Energy in eV, matching the order above: -57560.920; -150766.245; -98394.055